DFT (ωB97M-V with the def2-TZVPD basis set) results for C2H9N3O as an isolated structure.

## Properties
* energy relative to the best compared isomer or geometry (same formula, charge and spin): 631.27 kJ/mol
* HOMO-LUMO gap: 9.0922 eV
* HOMO: -8.21 eV
* electronic energy: -8731.897 eV

```
! RIJCOSX wB97M-V def2-TZVPD def2/J DEFGRID3
* xyz 0 1
O -2.254 -0.578 -0.738
N 1.167 -0.513 -0.439
N -0.065 -0.671 -1.030
N -1.045 0.055 -0.416
C -0.676 -0.120 1.519
C 1.743 0.809 -0.698
H 1.898 0.923 -1.772
H -0.302 -1.663 -1.108
H -1.299 0.728 1.791
H 0.168 -0.046 2.205
H 1.121 1.636 -0.343
H -2.803 0.137 -1.086
H 0.855 -0.490 0.636
H -1.216 -1.054 1.674
H 2.708 0.848 -0.194
*
```